Record 1
The following is a DFT calculation (wB97M-V/def2-TZVPD) of a 8-piece molecular cluster, C25H72BF7N6O9S overall in a non-equilibrium geometry.

ΔE to the lowest compared entry with this formula, charge and spin	0.173	eV
energy	-3122.455461	a.u.
total charge	+4
HOMO energy	-17.00	eV

Last column: Löwdin charge in e.
Cartesian coordinates (Å):
B: 12.7169 1.8969 -19.5316  -1.26
F: 11.9190 1.4356 -20.6146  0.09
F: 13.9010 1.1638 -19.6210  0.13
F: 13.0751 3.2513 -19.7502  0.09
F: 12.0608 1.7469 -18.3050  0.12
C: 11.9211 5.6588 -15.1850  -0.02
C: 11.5303 4.6105 -16.2106  -0.31
C: 10.4602 5.0611 -17.1771  -0.20
O: 10.1303 4.2570 -18.2733  -0.15
C: 9.4217 3.0788 -17.9079  -0.09
N: 12.8049 4.2050 -16.9626  0.23
H: 12.5849 3.6543 -17.8093  0.11
H: 13.2714 5.0637 -17.2646  0.17
H: 13.4874 3.7114 -16.3915  0.18
H: 12.3426 5.2713 -14.2652  0.10
H: 11.0537 6.2803 -14.9476  0.11
H: 12.5468 6.4119 -15.6774  0.10
H: 11.2567 3.6727 -15.7180  0.15
H: 10.9174 5.9428 -17.6614  0.15
H: 9.5979 5.5050 -16.6715  0.15
H: 8.4172 3.3226 -17.5441  0.11
H: 9.9409 2.4403 -17.1961  0.08
H: 9.2443 2.5526 -18.8480  0.09
C: 7.6184 -2.4898 -23.1452  -0.01
C: 8.5713 -2.2285 -24.3014  -0.30
C: 9.2536 -0.8820 -24.1729  -0.18
O: 10.2831 -1.0434 -23.2276  -0.21
C: 11.0148 0.1153 -22.8873  -0.09
N: 9.6348 -3.2903 -24.4118  0.24
H: 10.1414 -3.3729 -23.5272  0.16
H: 9.1973 -4.1827 -24.6581  0.19
H: 10.3036 -3.1220 -25.1672  0.18
H: 7.1238 -3.4619 -23.2554  0.10
H: 6.8385 -1.7386 -23.2156  0.11
H: 8.1680 -2.6050 -22.2128  0.07
H: 8.0307 -2.2334 -25.2488  0.17
H: 8.5315 -0.0945 -23.9430  0.14
H: 9.7310 -0.6173 -25.1297  0.14
H: 11.6828 0.4669 -23.6903  0.10
H: 11.7030 -0.2258 -22.1233  0.06
H: 10.3562 0.9259 -22.5760  0.10
C: 15.2653 -2.0868 -16.4499  -0.04
C: 14.7537 -2.8362 -15.2388  -0.30
C: 14.3838 -4.2615 -15.5659  -0.18
O: 14.3151 -5.0811 -14.4140  -0.19
C: 13.0200 -5.1210 -13.8264  -0.07
N: 15.7950 -2.9034 -14.1302  0.23
H: 15.4033 -3.4408 -13.3459  0.17
H: 16.6451 -3.4359 -14.3404  0.18
H: 16.0587 -1.9761 -13.7993  0.17
H: 14.4512 -1.8663 -17.1505  0.08
H: 15.9505 -2.6553 -17.0769  0.08
H: 15.5586 -1.0686 -16.1765  0.09
H: 13.9904 -2.2160 -14.7664  0.15
H: 15.1021 -4.7589 -16.2218  0.15
H: 13.4280 -4.3199 -16.0983  0.14
H: 12.9956 -5.5801 -12.8422  0.10
H: 12.3528 -5.7124 -14.4591  0.10
H: 12.6307 -4.1001 -13.7318  0.09
C: 22.2005 -2.6931 -19.4808  -0.03
C: 20.8527 -2.9042 -20.1528  -0.28
C: 19.9660 -1.7109 -19.8342  -0.21
O: 18.7128 -1.9202 -20.4464  -0.18
C: 17.6728 -1.1174 -19.9241  -0.08
N: 21.0442 -2.8559 -21.6708  0.24
H: 20.9297 -3.7430 -22.1688  0.18
H: 20.4082 -2.1998 -22.1315  0.17
H: 21.9995 -2.5566 -21.8868  0.17
H: 22.7571 -1.8339 -19.8684  0.10
H: 22.8486 -3.5419 -19.7120  0.10
H: 22.0804 -2.5263 -18.4151  0.10
H: 20.3845 -3.8537 -19.9173  0.16
H: 20.3837 -0.7470 -20.1644  0.15
H: 19.9075 -1.5878 -18.7457  0.14
H: 17.3346 -1.4358 -18.9344  0.08
H: 16.8202 -1.2172 -20.5922  0.08
H: 17.9076 -0.0474 -19.8656  0.10
C: 15.2420 4.4585 -21.6049  -0.03
C: 14.6136 4.1794 -22.9518  -0.27
C: 15.3997 3.2448 -23.8402  -0.18
O: 15.6196 2.0682 -23.0708  -0.20
C: 16.2993 1.0784 -23.8285  -0.07
N: 13.3083 3.4640 -22.6158  0.22
H: 12.6736 3.1320 -23.3437  0.17
H: 13.5131 2.6216 -22.0642  0.13
H: 12.8157 4.1388 -22.0297  0.16
H: 14.6235 5.0918 -20.9690  0.09
H: 16.1809 4.9880 -21.7805  0.11
H: 15.5093 3.5788 -21.0228  0.09
H: 14.3155 5.0805 -23.4849  0.16
H: 16.3484 3.6675 -24.1772  0.15
H: 14.7946 2.9311 -24.7018  0.14
H: 15.6959 0.7881 -24.6977  0.10
H: 16.4442 0.2181 -23.1825  0.09
H: 17.2465 1.4415 -24.2378  0.10
C: 10.0580 -3.1616 -18.2308  -0.03
C: 9.8376 -2.1083 -19.2965  -0.32
C: 8.4099 -1.5939 -19.3646  -0.17
O: 8.3898 -0.7053 -20.4711  -0.23
C: 7.2597 0.1433 -20.5332  -0.08
N: 10.7840 -0.9850 -19.0170  0.24
H: 10.5621 -0.6099 -18.0927  0.16
H: 11.7416 -1.3963 -19.0103  0.11
H: 10.6807 -0.1652 -19.6244  0.13
H: 9.8375 -2.6731 -17.2673  0.10
H: 11.0807 -3.5208 -18.1211  0.07
H: 9.4336 -4.0519 -18.2583  0.11
H: 10.0402 -2.5907 -20.2534  0.15
H: 8.0635 -1.1122 -18.4468  0.14
H: 7.8498 -2.4876 -19.6635  0.14
H: 7.3363 0.7261 -21.4519  0.09
H: 7.1182 0.7454 -19.6355  0.09
H: 6.3323 -0.4131 -20.7340  0.10
C: 13.6089 -2.5839 -21.4691  -0.64
F: 14.0953 -1.3407 -21.2408  0.09
F: 12.3202 -2.4359 -21.8238  0.10
F: 14.3164 -3.1048 -22.4627  0.15
S: 13.8024 -3.5206 -19.8725  0.48
O: 12.9889 -2.6549 -18.9937  -0.38
O: 13.2306 -4.8159 -20.0699  -0.27
O: 15.2111 -3.5091 -19.5577  -0.30

=====

Record 2
The following is a DFT calculation (wB97M-V/def2-TZVPD) of a 13-piece molecular cluster, C25H72F3O15S overall in a non-equilibrium geometry.

energy	-2822.142823	a.u.
total charge	-1
HOMO energy	-7.11	eV

Last column: Löwdin charge in e.
Cartesian coordinates (Å):
C: -0.6567 -1.0990 1.3918  -0.55
F: -0.3089 -1.3638 2.6736  0.12
F: 0.1185 -1.8444 0.5251  0.10
F: -1.9314 -1.4265 1.2247  0.12
S: -0.4660 0.7895 0.9259  0.62
O: 0.9940 0.9731 0.8067  -0.30
O: -1.1498 1.0075 -0.3691  -0.31
O: -1.0296 1.5709 2.0053  -0.36
O: -1.7210 0.6929 4.5863  -0.04
H: -1.4271 0.8812 3.6950  -0.02
H: -1.1816 1.2566 5.1409  0.05
O: -0.6720 3.5459 -1.3377  -0.06
H: -1.3690 3.9899 -0.8548  0.04
H: -0.7523 2.6264 -1.0840  -0.04
O: -3.0106 -1.7975 3.9598  -0.06
H: -2.5235 -1.1826 4.5082  0.00
H: -2.7229 -1.6034 3.0678  -0.02
O: 0.3972 3.6281 3.0992  -0.04
H: 0.1311 3.6682 4.0178  0.03
H: -0.0714 2.8717 2.7464  -0.04
C: -3.5132 -2.6998 -3.7723  -0.06
C: -2.0482 -2.3891 -3.7743  -0.51
C: -1.5045 -2.3840 -2.3951  -0.05
O: -1.3731 -3.2760 -4.7147  -0.04
H: -3.4753 -3.5792 -3.1294  0.08
H: -4.0216 -2.8951 -4.7164  0.08
H: -4.1592 -2.0292 -3.2056  0.08
H: -1.9645 -1.3904 -4.2029  0.11
H: -0.4989 -1.9986 -2.2270  0.07
H: -1.5473 -3.4250 -2.0746  0.08
H: -2.0658 -1.8725 -1.6131  0.08
H: -1.8844 -3.2285 -5.5258  0.07
C: -5.0233 3.8650 1.4229  -0.06
C: -4.1280 2.9252 2.2514  -0.50
C: -4.1236 1.5425 1.6324  -0.05
O: -2.8650 3.4931 2.1923  -0.04
H: -5.0666 4.9096 1.7312  0.07
H: -6.0633 3.5466 1.3522  0.07
H: -4.5669 3.9639 0.4380  0.07
H: -4.4996 2.9048 3.2759  0.13
H: -5.1386 1.1466 1.5986  0.09
H: -3.4786 0.9453 2.2769  0.06
H: -3.6896 1.4520 0.6367  0.07
H: -2.2263 2.7810 2.2737  0.02
C: 2.0062 0.0944 4.3567  -0.05
C: 3.2493 0.4232 3.4689  -0.46
C: 4.4935 -0.2143 4.1046  -0.06
O: 3.0509 -0.2303 2.2336  -0.08
H: 1.1135 0.4835 3.8669  0.05
H: 2.2420 0.4935 5.3433  0.07
H: 1.8673 -0.9570 4.6085  0.08
H: 3.3907 1.4971 3.3467  0.13
H: 5.3703 0.0623 3.5191  0.07
H: 4.3510 -1.2832 4.2640  0.08
H: 4.6501 0.3156 5.0441  0.07
H: 2.3694 0.2181 1.7276  0.02
C: 0.9436 0.5804 -2.9256  -0.05
C: 1.4690 0.7809 -4.3526  -0.47
C: 0.2672 0.8744 -5.3427  -0.03
O: 2.3205 1.9409 -4.3827  -0.05
H: 0.0704 -0.0719 -2.9374  0.05
H: 0.6233 1.5589 -2.5678  0.07
H: 1.7272 0.2048 -2.2676  0.08
H: 2.0753 -0.0642 -4.6785  0.12
H: -0.3578 0.0045 -5.1406  0.06
H: 0.6469 0.9236 -6.3632  0.07
H: -0.1369 1.8642 -5.1306  0.08
H: 2.9810 1.7377 -3.7164  0.08
C: -2.9140 1.7223 -2.6896  -0.05
C: -3.8299 1.9571 -3.9636  -0.49
C: -5.3008 1.8870 -3.5995  -0.06
O: -3.5027 3.1973 -4.4739  -0.05
H: -1.8616 1.6934 -2.9722  0.06
H: -3.2666 0.7929 -2.2426  0.07
H: -3.0316 2.5301 -1.9674  0.07
H: -3.5477 1.2846 -4.7737  0.13
H: -5.7878 2.6753 -4.1735  0.07
H: -5.5291 2.0355 -2.5440  0.08
H: -5.7992 0.9992 -3.9887  0.07
H: -3.5367 3.8155 -3.7403  0.09
C: 3.1610 -2.6303 0.1685  -0.05
C: 4.4780 -3.2363 -0.2453  -0.53
C: 5.6444 -2.9104 0.6780  -0.05
O: 4.3156 -4.6100 -0.3579  -0.04
H: 3.1481 -1.5413 0.2136  0.07
H: 2.6945 -2.9608 1.0966  0.06
H: 2.4100 -3.0382 -0.5080  0.07
H: 4.8019 -2.8899 -1.2267  0.13
H: 5.7259 -1.8269 0.7638  0.08
H: 6.5823 -3.4057 0.4267  0.07
H: 5.3455 -3.1845 1.6897  0.08
H: 5.1773 -4.9478 -0.6130  0.08
C: 0.1371 -4.4144 2.5264  -0.05
C: -0.0693 -5.8465 2.0608  -0.44
C: -0.3447 -5.8460 0.5451  -0.06
O: 1.2056 -6.5168 2.1736  -0.07
H: -0.7236 -3.8315 2.1986  0.06
H: 1.0149 -3.9702 2.0571  0.06
H: 0.1934 -4.3667 3.6139  0.09
H: -0.8330 -6.4505 2.5509  0.14
H: -0.4597 -6.8780 0.2135  0.08
H: 0.4636 -5.3336 0.0233  0.07
H: -1.1409 -5.2074 0.1626  0.07
H: 1.8622 -5.9096 1.8244  0.07
C: 4.3380 4.1034 1.1452  -0.06
C: 3.0764 3.6130 0.5001  -0.53
C: 2.8128 4.3698 -0.7965  -0.05
O: 3.4453 2.3664 0.1356  -0.06
H: 5.2299 3.9263 0.5442  0.09
H: 4.5427 3.6615 2.1204  0.07
H: 4.2483 5.1600 1.3975  0.07
H: 2.1542 3.5846 1.0804  0.13
H: 2.7814 5.4520 -0.6701  0.07
H: 1.8107 4.1474 -1.1629  0.05
H: 3.4876 4.2187 -1.6391  0.08
H: 2.6845 1.8305 -0.1002  0.06